A structure of composition C41H37AsCeN4O5S3, computed with the ωB97M-V functional and the def2-TZVPD basis.

## Properties
- HOMO (alpha / beta) (eV) = -13.083 / -13.084
- net charge = +2
- LUMO level (alpha / beta) (eV) = -7.134 / -7.135
- electronic energy (hartree) = -6084.74147
- orbital gap (alpha / beta) (eV) = 5.95 / 5.95

The geometry in XYZ format:
```
92
Properties=species:S:1:pos:R:3:forces:R:3
Ce 0.7539 0.6852 -0.9242 -0.430 -0.031 0.114
O 3.2949 0.9615 -0.5668 -0.261 -0.564 0.432
C 3.9077 0.5409 0.4254 -0.873 0.508 0.420
C 3.3383 0.2121 1.7562 -0.778 -0.104 -2.273
C 4.2932 -0.1534 2.6463 1.250 -0.620 0.890
C 3.8839 -0.5713 3.8852 -0.916 0.129 -0.133
C 2.5187 -0.6935 4.2327 2.447 0.404 0.792
C 1.5680 -0.3437 3.3306 -1.851 1.390 -1.178
C 1.9381 0.1186 2.0567 2.325 -0.272 0.068
O 1.1337 0.4965 1.0896 -0.780 -0.460 0.407
N 4.9311 -0.7943 4.8590 1.215 -0.599 -1.049
O 6.0701 -0.8187 4.4126 -0.210 0.121 0.388
O 4.6267 -0.9759 5.9952 -0.513 -0.099 1.432
H 5.0093 0.4465 0.3795 -0.307 0.033 -0.162
H 5.3643 -0.1630 2.3714 -0.775 0.153 0.393
H 2.3586 -0.9358 5.2769 -0.493 -0.163 -0.138
H 0.5101 -0.2179 3.5946 0.607 -0.437 -0.040
S 1.2826 -1.8802 -1.2902 0.903 -0.436 -0.125
C 0.8251 -3.3852 -0.3794 0.864 0.459 0.054
C 1.7159 -4.4513 -0.1640 -1.324 -0.961 1.275
C 1.2524 -5.5552 0.6095 -0.695 0.922 0.300
C -0.0891 -5.5803 1.0561 -0.454 0.025 -0.369
C -0.9653 -4.5290 0.7833 0.698 0.601 0.225
C -0.4333 -3.3849 0.1738 -0.583 -0.671 -0.199
As -1.3411 -1.7162 0.1310 0.015 0.896 1.261
C -1.4660 -1.3996 2.0868 -0.233 0.306 0.534
C -0.8914 -2.1923 3.0847 -0.089 -0.126 -0.431
C -1.0934 -1.8811 4.4359 0.602 -0.356 -0.523
C -1.7873 -0.7548 4.8404 -0.942 -0.577 0.331
C -2.4528 -0.0112 3.8686 1.681 -0.512 -0.766
C -2.1953 -0.2816 2.5233 -0.768 -0.286 -0.716
C -3.0707 -2.3779 -0.3933 0.142 -1.072 -0.373
C -4.2171 -2.4850 0.3718 -0.043 0.136 -0.188
C -5.2971 -3.2549 -0.0730 -1.122 0.783 0.811
C -5.2946 -3.8962 -1.3053 1.247 0.528 -0.088
C -4.1168 -3.8008 -2.0821 -0.805 -0.264 0.858
C -3.0012 -3.1225 -1.5752 -0.069 -0.254 -1.761
H 2.7402 -4.4266 -0.4392 0.640 0.162 -0.509
H 1.8929 -6.3517 1.0119 0.008 0.440 -0.748
H -0.5234 -6.4014 1.6321 0.592 0.023 -0.206
H -2.0008 -4.4890 1.1458 0.489 -0.297 -0.093
H -0.2472 -3.0297 2.7997 -0.381 0.132 0.279
H -0.6470 -2.5540 5.1501 0.077 0.059 0.292
H -1.9402 -0.5736 5.9124 0.108 0.064 -0.554
H -3.0512 0.8138 4.1186 -0.744 0.952 0.380
H -2.6848 0.3099 1.7400 0.069 0.079 0.411
H -4.2711 -1.9642 1.3167 -0.135 -0.023 0.140
H -6.1912 -3.1909 0.5879 0.635 -0.548 -0.732
H -6.1232 -4.4680 -1.7010 -0.130 0.116 0.256
H -4.1656 -4.3323 -3.0330 0.640 0.246 0.161
H -2.0780 -3.1883 -2.2021 -0.654 0.260 0.747
C -2.2282 -0.3526 -3.4411 0.280 -1.260 -1.512
C -2.6178 0.6172 -2.4087 -0.086 1.004 0.269
N -1.7676 1.1880 -1.5679 -1.826 0.370 0.961
C -2.5158 2.0121 -0.6445 0.187 -1.589 -2.548
C -3.8428 2.0602 -0.9003 -0.282 0.624 0.212
S -4.2804 1.0987 -2.2312 0.981 -0.363 0.017
C -1.8478 2.6927 0.3915 1.255 1.655 1.997
C -2.4191 3.4765 1.3347 0.418 0.637 0.962
S -1.2411 4.0920 2.4474 -0.296 -0.390 -0.425
C 0.0050 3.2632 1.6100 -1.234 -0.421 -0.961
N -0.4850 2.6280 0.5558 1.387 -0.973 -0.474
C 1.4403 3.3271 2.0022 0.631 0.085 -0.432
H -1.3491 -0.9336 -3.0799 -0.333 0.474 -0.426
H -2.0547 0.0499 -4.5025 -0.064 -0.212 1.682
H -3.0282 -1.1123 -3.5599 0.367 0.454 0.067
H -4.5618 2.7181 -0.4090 0.202 -0.455 -0.121
H -3.4338 3.7647 1.4859 -0.506 -0.011 -0.048
H 1.7959 4.3472 1.8063 0.172 -0.270 -0.293
H 2.0791 2.5542 1.4962 -0.782 1.052 0.411
H 1.5782 3.2293 3.0699 -0.169 -0.313 0.353
O 1.5437 0.3008 -3.2340 -0.264 -1.371 -0.801
C 2.1318 0.9871 -4.3900 0.675 0.153 0.294
C 1.0758 1.8904 -5.0192 -0.854 -1.303 -1.035
C 0.2864 2.6321 -3.9550 -0.369 0.764 -0.329
C 1.2512 3.4820 -3.1433 -1.026 0.248 -1.610
C 1.7662 4.6375 -3.7292 -0.133 0.251 -0.054
C 2.6940 5.3960 -2.9987 -1.346 -0.080 -1.262
C 3.0447 4.9699 -1.7643 1.015 -1.222 1.828
C 2.5126 3.7588 -1.2962 1.181 1.142 -0.201
N 1.6292 3.0431 -1.9593 -0.300 -1.012 0.644
H 1.3501 -0.6368 -3.4945 0.305 0.914 0.458
H 2.4471 0.2433 -5.1313 0.094 0.076 0.387
H 3.0502 1.4769 -3.9613 -1.027 -0.122 -0.683
H 0.3921 1.2564 -5.7149 0.951 0.949 1.342
H 1.5412 2.5953 -5.6974 0.301 0.156 -0.085
H -0.3290 1.9374 -3.3765 0.343 0.202 0.192
H -0.4455 3.3018 -4.4324 0.230 -0.169 0.043
H 1.4023 4.9272 -4.7387 0.442 -0.132 0.906
H 3.0769 6.3183 -3.3653 0.297 0.479 -0.477
H 3.8513 5.4542 -1.1839 -0.765 -0.190 -0.323
H 2.9292 3.2997 -0.4332 0.052 -0.028 0.779
```
Positions in Å, forces in eV/Å.

Mulliken population analysis, charges in e, atoms 1 to 5: 1.54, -0.28, -0.90, 1.84, -0.30